## w
Density functional theory data (wB97M-V/def2-TZVPD) for a single C23H28N6O2S molecule.

Calculated values
Multiplicity = 1
Structure (SMILES) = CCOc1ccc2[nH]c(=O)c(CN(Cc3cccs3)Cc3nnnn3C(C)(C)C)cc2c1
E_LUMO = -0.105 eV

Atoms and positions in Å:
S: 3.448 -2.185 -1.234
O: -6.553 -1.637 -0.120
O: -0.606 3.053 0.167
N: 3.007 -0.451 2.028
N: -2.657 2.219 0.566
N: 4.320 -0.418 2.194
N: 3.907 0.866 0.573
N: 1.113 0.110 -0.820
N: 4.864 0.349 1.348
C: -4.871 1.415 1.092
C: -8.754 -0.590 -0.347
C: -3.655 1.290 0.426
C: 3.250 -3.558 0.913
C: 2.733 0.339 1.012
C: -5.658 -0.636 0.094
C: 4.234 1.833 -0.468
C: -3.437 0.184 -0.418
C: -1.425 2.170 -0.037
C: -2.176 0.093 -1.086
C: -1.207 1.019 -0.914
C: 3.442 3.122 -0.233
C: -5.860 0.468 0.931
C: 0.807 -1.314 -0.862
C: 3.914 1.230 -1.836
C: 5.730 2.129 -0.366
C: -4.447 -0.765 -0.570
C: 1.345 0.589 0.539
C: 1.999 -2.925 0.739
C: 0.152 0.921 -1.559
C: 4.130 -3.250 -0.070
C: 1.945 -2.141 -0.369
C: -7.857 -1.555 0.423
H: -6.787 0.596 1.466
H: 2.892 0.863 -1.862
H: 6.307 1.215 -0.468
H: 1.178 -3.037 1.424
H: 5.146 -3.570 -0.186
H: -9.756 -0.608 0.075
H: 0.682 0.090 1.263
H: 3.543 3.447 0.801
H: -5.039 2.262 1.741
H: 0.064 0.495 -2.561
H: 1.143 1.660 0.578
H: 2.387 2.999 -0.457
H: -8.805 -0.889 -1.390
H: -0.083 -1.560 -0.255
H: -8.369 0.426 -0.300
H: -4.295 -1.619 -1.211
H: 0.565 1.931 -1.641
H: 4.583 0.399 -2.047
H: 0.599 -1.568 -1.907
H: -2.020 -0.744 -1.753
H: -8.247 -2.572 0.335
H: 4.045 1.986 -2.606
H: -7.820 -1.293 1.487
H: 6.016 2.819 -1.156
H: 3.483 -4.200 1.743
H: -2.820 3.016 1.170
H: 5.969 2.574 0.596
H: 3.833 3.905 -0.876

Atomic partial charges in e from the Löwdin method, atoms 1 to 5: 1.0390 -0.0520 0.0432 0.0744 0.1729

***

## x
Density functional theory data (wB97M-V/def2-TZVPD) for a single C23H28N6O2S molecule.

Calculated values
Multiplicity = 1
Structure (SMILES) = CCOc1ccc2nc(N3CCC(C(=O)N4CCN(c5ncccn5)CC4)CC3)sc2c1
E_LUMO = 0.529 eV

Atoms and positions in Å:
S: 2.523 -0.281 -0.631
O: -3.705 -0.336 -0.356
O: 5.333 1.758 -4.557
N: 0.601 -2.216 -0.510
N: 1.436 -1.610 -2.596
N: -4.077 -1.086 1.722
N: -3.735 0.629 3.609
N: -1.488 0.551 4.105
N: -2.402 2.333 2.825
C: -5.213 -0.195 1.861
C: -0.087 2.316 3.353
C: 3.093 0.009 -2.253
C: 4.087 0.881 -2.657
C: -1.206 2.880 2.754
C: 4.381 0.951 -4.012
C: -0.477 -2.993 -1.088
C: 0.389 -1.872 0.874
C: -2.505 1.181 3.497
C: 7.077 3.362 -4.568
C: 2.381 -0.800 -3.159
C: -2.091 -1.887 0.492
C: -0.303 1.128 4.032
C: -1.807 -2.249 -0.969
C: -4.801 1.023 2.712
C: -0.907 -1.077 1.042
C: 6.094 2.588 -3.704
C: -3.352 -1.032 0.575
C: 2.689 -0.713 -4.513
C: -3.878 -0.709 4.124
C: 3.676 0.153 -4.924
C: -3.716 -1.727 2.968
C: 1.379 -1.480 -1.321
H: -4.369 -2.594 3.139
H: 0.501 0.600 4.532
H: 3.935 0.238 -5.968
H: -2.685 -2.068 2.936
H: -4.870 -0.788 4.576
H: -0.232 -3.181 -2.132
H: 5.434 3.283 -3.165
H: 0.326 -2.806 1.446
H: -2.612 -2.869 -1.363
H: -1.770 -1.333 -1.560
H: 0.887 2.770 3.289
H: 1.240 -1.297 1.243
H: -4.420 1.830 2.086
H: -5.654 1.390 3.292
H: 6.636 1.977 -2.967
H: 7.725 2.672 -5.101
H: -5.520 0.120 0.864
H: -2.212 -2.812 1.065
H: 7.683 4.014 -3.946
H: 2.152 -1.324 -5.219
H: -6.028 -0.750 2.334
H: 6.537 3.961 -5.296
H: -0.529 -3.946 -0.549
H: -0.832 -0.141 0.484
H: -1.150 3.806 2.196
H: 4.603 1.478 -1.923
H: -3.118 -0.875 4.885
H: -1.047 -0.832 2.095

Atomic partial charges in e from the Löwdin method, atoms 1 to 5: 1.0729 0.0733 -0.0574 -0.1210 0.1069

***

Going by the energies, x is most stable and the next is 42.1 kcal/mol up.